[1]
53
Properties=species:S:1:pos:R:3:forces:R:3 method="wB97M-V/def2-TZVPD" homo_ev=-7.427 total_energy_ha=-926.98378 homo_lumo_gap_ha=0.290
C 1.80767 5.80688 2.47821 -2.1858 -8.1936 -2.5336
C 2.10880 4.80544 1.48834 3.1987 12.9094 5.0963
C 3.06022 5.03131 0.47282 1.4354 7.2927 -3.0132
H 3.55624 6.16344 0.51076 -1.4759 -2.2720 0.4045
H 2.83817 5.08574 -0.60702 -1.1470 -0.6411 0.4174
H 3.94615 4.58699 0.45256 3.5821 -3.1275 0.6528
C 1.38053 3.78525 1.38612 2.0226 -16.0917 3.9378
C 1.46703 2.81378 2.89471 -5.3589 1.4715 -1.7496
C 0.92329 1.43552 2.68795 2.2714 2.1905 -11.3517
C -0.37715 1.41652 1.70744 1.8566 -1.9006 4.8867
C -0.84763 2.46031 1.20825 3.5237 6.3274 -2.6776
C 0.08191 3.76672 1.11463 -8.7074 0.1292 -6.3376
H 0.21835 4.11201 -0.20653 -1.5194 -0.7636 3.3635
H -0.58347 4.49470 1.58503 0.7417 0.7673 -0.1136
H -1.53784 2.39716 0.45725 -2.4719 0.2634 -1.3207
C -1.26412 0.28085 1.75968 2.1017 -4.4907 0.9709
N -0.32199 -0.90414 1.21360 -3.6661 0.8047 9.3082
C -0.00274 -0.83084 -0.07515 1.9121 -2.7506 -3.5560
C -1.10626 -1.54258 -0.92123 -0.2958 11.2149 -5.7697
N -1.73397 -2.64023 -0.60585 2.3827 -5.4747 0.1033
C -1.91172 -2.72011 0.82410 -6.2359 -2.3851 1.2357
C -1.01881 -2.13919 1.80617 5.4028 -1.1941 -3.7449
H -1.32065 -2.26946 2.82718 -0.2547 1.1051 0.3814
H -0.19430 -2.86930 1.66957 0.3975 -0.0142 0.9439
H -2.20330 -3.89508 1.24951 0.7005 3.1912 -1.6678
H -2.87970 -2.12646 0.86722 0.3898 -0.7591 0.3862
C -0.68073 -3.74323 -1.18687 -4.3393 -1.1281 15.5710
C -0.78426 -4.01126 -2.41482 -1.0580 0.5113 -15.3888
C -1.96884 -3.71451 -3.28232 -1.4332 -1.8626 1.8074
C -1.94517 -3.92994 -4.70954 13.6693 0.9871 12.0151
C -0.70649 -4.19712 -5.21147 1.9771 0.2009 -1.2844
C 0.61425 -4.21154 -4.56089 -7.2116 0.2014 0.2375
C 0.42721 -4.11087 -3.20365 3.2569 -0.0801 1.1503
H 1.48236 -4.07307 -2.74512 -1.9361 -0.1132 0.4864
H 1.46208 -4.27442 -5.14816 1.7369 -0.1696 -0.5383
H -0.81840 -4.30332 -6.25602 0.8371 -0.4243 -1.4210
H -2.68307 -3.99286 -5.15296 -12.6624 -0.6431 -7.9866
H -3.07341 -3.58650 -2.79104 3.0812 -0.0444 -0.9432
H 0.23275 -3.72578 -0.60503 0.5044 0.3214 -0.7013
H -1.32175 -4.63055 -0.49542 1.9505 1.4329 -1.8143
H -0.83648 -1.39331 -2.14967 -0.7693 -0.8602 3.3050
H -2.12244 -0.48906 -0.87637 2.2883 -2.4435 -0.1821
H 0.33839 0.21458 -0.27215 -0.8984 -0.7141 -0.7042
H 0.96596 -1.45505 -0.24299 -0.9560 0.7200 0.1235
H -1.45196 -0.01135 2.93875 -0.0337 0.6767 -3.1748
H -2.09075 0.16003 1.03784 -0.2611 1.1822 1.0358
H 0.61474 0.96073 3.42902 -1.9593 -4.3562 6.8871
H 1.60403 0.78672 1.92701 -0.8880 1.0666 2.4475
H 0.73245 3.28929 3.59323 0.2308 0.1393 -0.5786
H 2.31294 2.93019 3.40245 4.1216 0.1034 1.4218
H 2.00464 2.89495 0.83082 -1.6893 1.9674 0.2527
H 1.20626 5.56599 3.35885 -0.1722 0.0803 -0.6041
H 2.40101 6.54601 2.54125 4.0133 5.6398 0.3276


[2]
64
Properties=species:S:1:pos:R:3:forces:R:3 method="wB97M-V/def2-TZVPD" homo_ev=-12.170 total_energy_ha=-1734.73000 homo_lumo_gap_ha=0.337 charge=+1
N -0.83767 1.41623 -1.24391 0.8488 0.8688 0.1192
C -0.76659 2.23918 -2.31082 -0.6811 -0.2608 -0.2145
N -0.19984 3.45548 -2.25605 0.7013 -0.4978 0.1664
N -1.31914 1.85464 -3.45278 0.0256 0.0165 -0.0570
C -1.50851 0.47861 -3.93617 -0.6902 0.0841 0.0218
C -0.69254 -0.61107 -3.23043 0.1187 -0.1830 0.0374
O -1.28311 -1.46952 -2.62695 0.0510 0.1800 0.0552
C 0.79056 -0.62831 -3.42995 0.2419 0.1304 0.0859
C 1.66732 -0.33693 -2.38236 0.0647 -0.2167 -0.2659
C 3.04055 -0.42273 -2.57815 -0.0810 -0.0472 -0.0573
C 3.54424 -0.80278 -3.81536 -0.1548 0.0187 -0.0180
C 2.67463 -1.08774 -4.86124 -0.0586 0.0037 0.1157
C 1.30087 -1.00405 -4.67208 0.1047 0.2345 0.0303
H -1.75307 1.29750 -0.82825 -0.0951 -0.4432 -0.3067
H -0.17593 1.69972 -0.52855 -0.2848 -0.2013 0.3366
H 0.18241 3.73081 -1.36020 -0.2107 0.1248 0.0490
H 0.39453 3.69973 -3.03705 -0.2218 0.2273 -0.1120
H -1.67554 2.58987 -4.04422 0.3598 0.0357 -0.2584
H -1.26139 0.50041 -4.99788 0.1485 -0.0805 -0.0079
H -2.55610 0.19427 -3.85107 -0.0393 -0.0058 0.0899
H 1.28445 -0.09222 -1.40624 -0.0941 0.0098 0.1638
H 3.71581 -0.22521 -1.75727 0.0113 -0.0207 0.0521
H 4.61187 -0.89296 -3.95801 0.0210 0.0266 -0.0120
H 3.06296 -1.38596 -5.82500 0.0107 -0.0352 -0.0109
H 0.63617 -1.24553 -5.49159 -0.0612 -0.0173 -0.0166
C -1.64332 6.92611 2.10793 0.2241 -0.0687 -0.0986
C -2.23801 5.57649 1.80656 -0.0173 0.0737 0.1386
C -2.72607 4.79225 3.01128 -0.0013 0.0086 -0.0236
O -2.51361 3.42614 2.59407 -0.0669 0.0528 0.1503
C -1.53033 3.42176 1.69596 0.1533 0.0421 0.0605
O -0.97115 2.43450 1.30328 -0.0608 0.0015 -0.0948
O -1.23307 4.66170 1.28004 -0.0938 0.0831 -0.1191
H -1.40238 7.46156 1.19132 -0.0364 0.0073 -0.0044
H -2.35153 7.52512 2.67950 -0.0266 0.0042 -0.0040
H -0.72477 6.81532 2.68397 -0.0517 -0.0076 0.0932
H -3.02499 5.65465 1.05333 -0.0032 -0.0500 -0.0138
H -3.77497 4.94614 3.24327 -0.0331 -0.1059 -0.0526
H -2.11991 4.97544 3.89947 0.0231 0.0286 -0.0071
C -1.01735 -1.37050 0.83060 0.2715 -0.1391 0.1054
C -1.99225 -2.36729 1.40590 0.0696 0.1738 -0.1165
C -2.95902 -1.83401 2.44646 0.0243 -0.0269 0.0500
O -3.14704 -2.97074 3.29720 -0.0059 0.0810 0.0252
C -2.04409 -3.75385 3.20718 -0.0685 0.1221 -0.1014
O -1.78500 -4.66017 3.92237 0.0196 -0.0882 0.0665
O -1.26989 -3.34063 2.17143 -0.0966 -0.1437 0.0180
H -0.41858 -1.82844 0.04323 -0.0755 0.0185 -0.0499
H -1.53458 -0.50661 0.42070 -0.1181 -0.0305 -0.0030
H -0.33699 -1.03362 1.61406 -0.0717 0.1019 0.0448
H -2.52845 -2.89372 0.61177 -0.0236 -0.0089 0.0156
H -3.91356 -1.51319 2.03768 -0.0525 -0.1097 0.0457
H -2.51993 -1.02538 3.03685 0.0229 0.0278 -0.0402
C 1.49280 -4.76013 1.59088 0.0699 0.0701 -0.2268
C 2.97755 -4.51307 1.60807 -0.1047 -0.0798 0.0994
C 3.53639 -3.99801 2.92010 0.0100 0.0272 -0.0098
O 4.62767 -3.17091 2.48862 -0.0183 0.0378 0.0341
C 4.35751 -2.74118 1.23635 -0.1314 -0.1648 0.1264
O 4.94743 -1.87894 0.66988 0.0619 0.1479 -0.1126
O 3.30916 -3.42042 0.72249 0.0482 -0.0302 -0.1056
H 1.18447 -5.20135 0.64333 0.0160 -0.0373 0.0172
H 1.19065 -5.42865 2.39691 0.0266 0.0046 0.0241
H 0.96838 -3.81617 1.70250 -0.0287 0.0032 0.1377
H 3.53536 -5.39115 1.27343 0.0372 0.0263 -0.0198
H 3.89955 -4.77937 3.58109 0.1158 0.0280 -0.0286
H 2.81697 -3.37109 3.45250 -0.0427 -0.0320 -0.0068


[3]
57
Properties=species:S:1:pos:R:3:forces:R:3 method="wB97M-V/def2-TZVPD" homo_ev=-8.086 total_energy_ha=-1187.72251 homo_lumo_gap_ha=0.297
C -5.25494 1.69641 3.97587 0.0031 0.2311 -0.1224
C -4.53746 2.71141 3.09421 0.1571 -0.2727 0.0900
C -3.14848 2.22519 2.68828 -0.0726 0.3845 -0.1868
C -2.43177 3.27058 1.82005 0.0244 -0.1116 0.1389
N -1.11704 2.93717 1.31101 0.0454 -0.0158 0.0107
C -0.16278 2.53231 2.31579 -0.0829 0.0464 -0.1062
H -0.16229 3.27753 3.11111 0.0626 0.0045 0.1260
H 0.82950 2.50156 1.86573 0.0648 -0.0259 0.0450
H -0.36454 1.54990 2.76478 0.0398 -0.0127 0.0626
C -1.05438 2.19438 0.07769 -0.0332 -0.1723 -0.0569
C -1.44738 0.70405 0.11753 -0.1359 0.2214 0.1193
N -1.08834 0.07090 -1.12874 0.0906 0.5535 0.1638
C -1.84727 -0.87432 -1.71858 0.3861 0.1741 -0.4775
O -2.94638 -1.19962 -1.32132 -0.3799 -0.2742 0.1093
C -1.21400 -1.49370 -2.96532 0.0164 -0.1769 0.2558
C -0.67954 -2.89098 -2.67069 -0.4402 -0.0889 -0.4263
N 0.45134 -2.88679 -1.75413 0.1565 -0.4706 0.2318
N 0.99038 -1.72783 -1.46155 0.6634 0.5535 0.2653
C 1.95449 -1.63985 -0.58592 -0.3881 -0.4178 -0.3441
C 2.47244 -2.80995 0.04067 -0.2413 -0.3924 -0.1652
C 1.94342 -4.01089 -0.28652 0.1648 0.2127 0.1812
C 0.85315 -4.11673 -1.23328 0.0440 0.1346 0.0094
O 0.29953 -5.14156 -1.58498 -0.0358 -0.2073 -0.0182
H 2.29855 -4.93573 0.14112 0.0201 -0.0644 0.0155
H 3.28878 -2.72864 0.74229 0.0634 -0.0190 0.0605
C 2.42866 -0.28685 -0.28092 0.1040 0.4002 0.0545
C 2.37935 0.70901 -1.25705 0.0748 -0.1026 0.0587
C 2.76412 2.00102 -0.96404 0.0175 0.0085 0.1039
C 3.20832 2.34294 0.30993 0.0175 -0.0832 0.0086
C 3.26423 1.34760 1.27775 0.0674 0.1000 -0.0700
C 2.88194 0.05051 0.99125 -0.0830 -0.1170 -0.1767
H 2.91136 -0.69592 1.77098 0.0017 -0.0860 0.0859
H 3.60543 1.59212 2.27356 0.0285 0.0417 0.0964
C 3.58728 3.75584 0.62547 -0.0377 0.0314 0.0010
H 2.69150 4.37474 0.68906 -0.0108 0.0953 0.0304
H 4.11382 3.81684 1.57455 0.0411 0.0619 0.0431
H 4.22105 4.16787 -0.15757 0.0501 0.0773 -0.0040
H 2.72043 2.76057 -1.73141 0.0033 0.0758 -0.0941
H 2.05404 0.45122 -2.25423 -0.0242 -0.0220 -0.1041
H -0.36441 -3.38567 -3.59607 -0.0957 0.0103 0.1204
H -1.46015 -3.51004 -2.21652 0.1235 0.0700 -0.1272
H -1.99778 -1.59592 -3.71651 0.0288 0.0154 0.0480
H -0.42002 -0.85831 -3.35469 -0.0614 0.0060 -0.0829
H -0.12709 0.16743 -1.42152 -0.2040 -0.1391 -0.0607
H -2.52397 0.57375 0.23787 0.1330 -0.0062 0.0877
H -0.93222 0.20955 0.95075 -0.1196 -0.0024 0.0210
H -1.68735 2.70452 -0.65365 0.0627 -0.0555 -0.0858
H -0.01743 2.25339 -0.27537 -0.0491 0.0044 -0.0841
H -2.31751 4.18530 2.41544 -0.1347 0.0118 -0.0177
H -3.06138 3.51339 0.96064 -0.0429 0.0707 0.0071
H -2.56154 2.03447 3.58893 0.0401 -0.0917 0.0402
H -3.24467 1.28473 2.14537 0.0334 -0.1086 0.0208
H -5.13182 2.89460 2.19624 -0.0122 0.0936 -0.0303
H -4.44674 3.65958 3.62984 -0.0251 0.0789 -0.0511
H -6.24299 2.05812 4.25068 -0.1130 -0.0474 0.0790
H -5.36936 0.75058 3.45103 -0.0335 -0.1270 -0.0100
H -4.68997 1.51535 4.88796 0.0272 -0.0582 0.1107


[4]
61
Properties=species:S:1:pos:R:3:forces:R:3 method="wB97M-V/def2-TZVPD" homo_ev="-2.604 / -2.605" total_energy_ha=-2175.22082 homo_lumo_gap_ha="0.125 / 0.125" charge=-1
Sr -0.26101 -2.14796 1.60677 -0.1991 1.3255 2.8881
N -3.16014 1.38387 1.19382 -0.4025 0.3097 -0.1667
C -2.04531 0.49435 0.93818 0.4166 -0.2586 0.7292
S -1.46001 0.03572 2.63430 0.0045 0.6195 1.0847
N -2.58928 -0.59115 0.21584 -1.4256 -0.2181 -0.8542
N -1.80686 -1.58757 -0.08340 0.0815 0.5718 -0.5377
C -2.18780 -2.42594 -1.00997 -0.7616 0.3912 -0.0532
C -1.47211 -3.57728 -1.46515 0.6978 -0.5905 -0.0328
C -1.89547 -4.16173 -2.66810 0.0110 0.1788 0.1981
C -1.24595 -5.23057 -3.24357 0.1533 -0.3249 -0.1818
C -0.13746 -5.77568 -2.60816 -0.0933 -0.1931 -0.3555
C 0.28875 -5.25457 -1.40828 -0.0463 0.4133 0.3710
C -0.34293 -4.15504 -0.79061 -0.4697 -1.0932 -1.8510
O 0.09062 -3.71361 0.34142 0.8190 -1.8658 -1.0169
H -2.81206 2.28857 1.48523 -0.1260 0.0148 0.0070
H -3.72393 1.47593 0.35768 -0.0487 0.0485 -0.1521
H -3.10716 -2.18422 -1.55255 0.0252 -0.0502 0.1967
H -2.75814 -3.73383 -3.16753 -0.0186 0.0534 0.0202
H -1.58887 -5.63839 -4.18506 -0.0518 -0.0189 -0.0522
H 0.39089 -6.61067 -3.05237 0.0044 -0.0501 -0.0164
H 1.14140 -5.67731 -0.89375 0.0928 -0.0453 0.0660
N 7.12301 -0.23935 3.48052 -0.7419 -0.1384 -0.2364
C 6.03717 -0.44875 3.14616 2.1454 0.4431 0.6397
C 4.72374 -0.71570 2.75189 -2.5951 -0.5437 -0.7951
C 3.71316 -0.96420 3.70499 1.1385 0.2552 -0.2605
C 2.44425 -1.24115 3.26542 -0.5364 -0.0711 -0.4551
N 2.09556 -1.29594 1.97455 1.2804 0.2308 0.2031
C 3.04972 -1.05329 1.06833 -0.7489 -0.1623 -0.0362
C 4.35192 -0.76147 1.39077 0.8536 0.2078 0.9171
H 3.94313 -0.93121 4.75988 -0.0309 -0.0065 0.0207
H 1.64228 -1.41549 3.97019 -0.0458 0.0388 0.1510
H 2.72984 -1.10286 0.03422 0.0739 -0.0038 -0.0350
H 5.08821 -0.56983 0.62405 -0.0277 -0.0063 -0.0492
C -0.68124 4.17451 1.31559 0.2306 -0.6021 -0.1884
Si 0.16986 2.47403 1.04800 0.2738 0.2658 0.0570
C 1.70959 2.79151 -0.05128 -0.5412 0.0503 0.2762
C 0.97719 2.10781 2.74183 -0.2624 0.0050 -0.3383
C -0.90386 1.17269 0.11673 0.0849 0.4446 -0.0334
Si -1.61729 1.74307 -1.59179 -0.2174 0.1466 -0.5767
C -2.45583 3.47720 -1.52989 0.3910 -0.4673 0.0757
C -2.90388 0.62168 -2.45941 0.3094 0.2538 0.3961
C -0.21276 1.89513 -2.88635 -0.3583 0.0629 0.4836
H -0.02343 4.81002 1.90230 0.1959 0.0501 0.1440
H -1.61658 4.09392 1.86116 -0.1739 -0.0561 0.1142
H -0.88134 4.68843 0.38301 -0.0758 0.0637 -0.2114
H 2.40727 3.43671 0.47215 0.1737 0.1628 0.1935
H 1.46577 3.27288 -0.99014 -0.0584 0.0802 -0.2228
H 2.22866 1.86487 -0.27858 0.0772 -0.2546 -0.0607
H 1.62329 2.93191 3.03883 0.1866 0.3094 -0.1678
H 1.58588 1.21049 2.69560 0.0737 -0.1613 -0.0244
H 0.23664 1.95551 3.51773 -0.1229 -0.0433 0.0126
H -0.20464 0.35257 -0.12526 0.0953 0.1691 -0.1290
H -2.98785 3.66001 -0.60302 -0.0823 0.0048 0.2081
H -3.17297 3.57928 -2.33982 -0.0909 -0.1074 -0.2038
H -1.72251 4.26956 -1.65098 0.1662 0.1613 0.0086
H -3.63149 0.23535 -1.75439 -0.0325 -0.0646 0.1114
H -2.41644 -0.23300 -2.92250 0.1082 -0.1716 0.0255
H -3.43718 1.15986 -3.24102 0.1118 0.2934 -0.1877
H 0.41331 2.76084 -2.70912 0.1737 0.2026 0.0405
H -0.63339 2.00105 -3.88182 -0.1891 -0.0089 -0.1891
H 0.42605 1.01843 -2.89328 0.1254 -0.2506 0.0319